1.
Entry from the OMol25 dataset: one molecule with the formula C6H12O (wB97M-V/def2-TZVPD).

Its structure (SMILES) is COCC1(C)CC1. The value obtained for the LUMO energy is 1.0 eV. Its energy above the lowest of the compared OMol25 structures with the same formula, charge and spin is 1.520 eV.

Element x y z (Å)
1 C 2.3898 0.4434 -0.2119
2 O 1.6102 0.5894 0.9471
3 C 0.5713 -0.3567 1.0610
4 C -0.6180 -0.0894 0.1447
5 C -0.9473 1.3787 -0.0158
6 C -0.9046 -1.0062 -1.0149
7 C -1.7464 -1.0788 0.2277
8 H 1.7972 0.5322 -1.1306
9 H 2.9039 -0.5277 -0.2173
10 H 3.1400 1.2400 -0.2015
11 H 0.9622 -1.3726 0.8817
12 H 0.2352 -0.3000 2.1055
13 H -0.1386 1.8979 -0.5421
14 H -1.0690 1.8621 0.9600
15 H -1.8729 1.5189 -0.5860
16 H -0.2231 -1.8308 -1.2079
17 H -1.3547 -0.5743 -1.9062
18 H -1.6225 -1.9463 0.8731
19 H -2.7629 -0.6956 0.1874

2.
Entry from the OMol25 dataset: C4H7INOPt as an isolated structure at a distorted geometry (wB97M-V/def2-TZVPD).

The value obtained for the LUMO energy is -7.5 eV. Its net charge is +1.

Element x y z (Å)
1 N -1.7832 -0.3389 -0.2113
2 C -0.8504 0.1869 0.7720
3 C 0.3465 -0.6403 0.9686
4 C 1.0823 -1.0764 -0.1809
5 C 1.9090 0.1138 -0.7892
6 O 1.7674 0.3778 -1.9278
7 I 3.2841 1.2236 0.4111
8 H -2.6457 -0.5818 0.2493
9 H -1.9786 0.4429 -0.8790
10 H -0.5041 1.2036 0.5204
11 H -1.3641 0.2988 1.7241
12 H 0.9953 -0.0725 1.6383
13 H 0.4395 -1.4568 -0.9584
14 H 1.7768 -1.8792 0.0602
15 Pt -2.4748 2.1985 -1.3974

3.
Entry from the OMol25 dataset: C35H39MnN4O4PS2 as an isolated structure (wB97M-V/def2-TZVPD).

As for the multiplicity: 2. The value obtained for the LUMO energy (spin up / spin down) is -4.7 / -4.8 eV. Its energy above the lowest of the compared OMol25 structures with the same formula, charge and spin is 0.000 eV. Its net charge is +2.

Element x y z (Å)
1 Mn -0.2955 -0.6282 0.0306
2 N 1.6602 -1.1570 -0.1249
3 C 2.7801 -1.4049 -0.0486
4 C 4.1756 -1.6838 0.0706
5 C 4.9971 -1.6626 -1.0568
6 C 6.3447 -1.9328 -0.9050
7 C 6.8591 -2.2196 0.3536
8 C 6.0353 -2.2389 1.4724
9 C 4.6854 -1.9716 1.3390
10 H 4.5817 -1.4376 -2.0293
11 H 6.9965 -1.9205 -1.7671
12 H 7.9141 -2.4301 0.4634
13 H 6.4478 -2.4630 2.4459
14 H 4.0221 -1.9787 2.1940
15 C -2.3143 0.6744 4.9514
16 C -1.8850 0.4115 3.5307
17 O -0.7136 -0.4351 3.5682
18 P 0.2792 -0.5750 2.3167
19 O 1.2452 0.6919 2.3412
20 C 1.9922 1.1021 3.5215
21 C 1.5376 2.4767 3.9462
22 O 1.1976 -1.7601 2.8559
23 C 0.7558 -2.8135 3.7605
24 C 1.2168 -2.5262 5.1671
25 H -3.2110 1.2947 4.9590
26 H -1.5322 1.1952 5.5018
27 H -2.5384 -0.2593 5.4650
28 H -1.6412 1.3424 3.0135
29 H -2.6642 -0.1131 2.9745
30 H 3.0429 1.0953 3.2336
31 H 1.8470 0.3687 4.3153
32 H 1.6478 3.1899 3.1299
33 H 2.1378 2.8222 4.7879
34 H 0.4925 2.4611 4.2567
35 H 1.1988 -3.7293 3.3718
36 H -0.3297 -2.9033 3.7089
37 H 2.3002 -2.4148 5.2053
38 H 0.9380 -3.3552 5.8181
39 H 0.7511 -1.6199 5.5511
40 S -2.5472 -4.5952 -0.1504
41 C -0.9055 -4.8769 0.2198
42 C -0.2409 -3.7014 0.3143
43 N -1.0182 -2.5876 0.0973
44 C -2.2574 -2.9299 -0.1589
45 H -0.5154 -5.8722 0.3456
46 H 0.8075 -3.5839 0.5436
47 H -3.0361 -2.2174 -0.3794
48 N -3.6260 2.0048 0.3951
49 C -3.0929 0.7684 0.3762
50 N -1.7927 0.7868 0.2054
51 C -1.4433 2.1357 0.1029
52 C -0.1941 2.7302 -0.0750
53 C -0.1570 4.1058 -0.1326
54 C -1.3254 4.8805 -0.0155
55 C -2.5642 4.3032 0.1631
56 C -2.5934 2.9129 0.2202
57 H -4.6032 2.2185 0.5110
58 H -3.6908 -0.1182 0.5072
59 H 0.7109 2.1390 -0.1541
60 H 0.7913 4.6077 -0.2674
61 H -1.2464 5.9577 -0.0614
62 H -3.4604 4.9003 0.2571
63 O -0.3024 -0.4741 -1.9684
64 S -1.5704 -0.5006 -2.8366
65 C -0.9541 -0.9088 -4.4539
66 C -1.8883 -1.1299 -5.4563
67 C -1.4373 -1.4290 -6.7307
68 C -0.0729 -1.5120 -6.9822
69 C 0.8442 -1.3007 -5.9629
70 C 0.4083 -0.9965 -4.6802
71 C -2.0642 1.1841 -3.0866
72 C -1.1281 2.1625 -3.3915
73 C -1.5654 3.4594 -3.5900
74 C -2.9224 3.7601 -3.5053
75 C -3.8486 2.7704 -3.2149
76 C -3.4187 1.4683 -2.9932
77 H -2.9500 -1.0642 -5.2517
78 H -2.1489 -1.6021 -7.5259
79 H 0.2752 -1.7486 -7.9780
80 H 1.9039 -1.3732 -6.1653
81 H 1.1046 -0.8358 -3.8698
82 H -0.0783 1.9091 -3.4681
83 H -0.8525 4.2376 -3.8255
84 H -3.2572 4.7736 -3.6793
85 H -4.9024 3.0081 -3.1682
86 H -4.1289 0.6813 -2.7690

4.
Entry from the OMol25 dataset: C5H9NO as an isolated structure (wB97M-V/def2-TZVPD).

The value obtained for the LUMO energy is 0.7 eV. Its energy above the lowest of the compared OMol25 structures with the same formula, charge and spin is 4.456 eV.

Element x y z (Å)
1 N -0.7267 1.4542 1.9595
2 C -0.4475 0.7884 0.9594
3 C -0.9330 0.8247 -0.4607
4 C -0.0216 0.0519 -1.4197
5 C 0.5390 -1.1923 -0.7221
6 C 0.9236 -0.7359 0.6772
7 O 1.4637 0.4545 0.7552
8 H -0.3391 1.2568 2.8701
9 H -1.9493 0.4148 -0.4444
10 H -1.0039 1.8799 -0.7394
11 H 0.8156 0.6983 -1.6888
12 H -0.5647 -0.2042 -2.3343
13 H -0.1738 -2.0268 -0.6896
14 H 1.4422 -1.5368 -1.2391
15 H 1.2670 -1.5298 1.3690
16 H -0.2915 -0.5977 1.1477

| no. | energy (eV) |
| --- | --- |
| 1 | -8462.8337 |
| 2 | -19132.1101 |
| 3 | -113347.5124 |
| 4 | -8864.7563 |